(1)
Density functional theory data (ωB97M-V/def2-TZVPD) for the ion C71H93N4OSi with charge +1 at a distorted geometry.

Each line ends with the Löwdin charge.
Cartesian coordinates (Å):
C: 2.03253 -5.36399 -0.53203  -0.06
C: 1.13383 -5.45735 0.70708  -0.38
C: 0.43243 -6.81804 0.75629  -0.07
C: 0.15139 -4.29443 0.74253  -0.17
C: -1.05147 -4.34891 0.04139  0.03
C: -1.89983 -3.24778 -0.04872  -0.10
C: -3.21678 -3.39647 -0.81374  -0.37
C: -3.86714 -4.77210 -0.63351  -0.05
C: -3.09898 -2.99412 -2.27967  -0.04
C: -1.51872 -2.01253 0.56121  -0.04
C: -2.35120 -0.79391 0.42200  -0.04
N: -3.61099 -0.69915 1.07504  0.07
C: -4.40147 -1.73942 1.68575  -0.10
C: -5.67235 -2.09173 1.17687  -0.12
C: -6.49022 -1.26827 0.17448  -0.38
C: -7.62603 -0.52297 0.87564  -0.04
C: -7.02102 -2.13802 -0.96225  -0.05
C: -6.23264 -3.28881 1.63313  -0.03
C: -5.53401 -4.12610 2.49430  -0.05
C: -4.35573 -3.69252 3.09973  -0.01
C: -3.86661 -2.42446 2.80079  -0.11
C: -2.87371 -1.70580 3.68493  -0.37
C: -2.17928 -2.61157 4.69797  -0.06
C: -3.46448 -0.45918 4.34369  -0.03
N: -4.20759 0.47037 0.80257  0.21
N: -3.35545 1.11153 -0.02278  0.02
C: -3.82828 2.33890 -0.63812  -0.09
C: -4.51307 2.27188 -1.86843  -0.11
C: -4.88248 0.94814 -2.54828  -0.36
C: -4.17715 0.76648 -3.88996  -0.04
C: -6.39814 0.80564 -2.73907  -0.05
C: -5.00940 3.44983 -2.42009  -0.02
C: -4.92111 4.64924 -1.72097  -0.03
C: -4.34280 4.66895 -0.45707  -0.02
C: -3.79303 3.52147 0.10364  -0.12
C: -3.36676 3.57828 1.57004  -0.36
C: -2.03070 2.92417 1.90887  -0.05
C: -4.46718 3.04538 2.49078  -0.05
C: -2.19931 0.36299 -0.28890  -0.07
C: -1.40553 0.88852 -1.45299  -0.08
C: -0.34798 -2.00679 1.39327  -0.11
C: -0.01437 -0.79788 2.26385  -0.38
C: 0.68965 0.26874 1.46463  -0.05
C: 0.78527 -1.11557 3.52493  -0.05
C: 0.48059 -3.12763 1.42570  0.03
H: 2.50504 -4.37807 -0.60687  0.07
H: 2.82517 -6.11811 -0.49831  0.08
H: 1.44449 -5.52647 -1.44427  0.09
H: 1.77026 -5.35705 1.59585  0.13
H: -0.28325 -6.85544 1.58438  0.09
H: -0.10209 -7.01421 -0.18039  0.08
H: 1.16469 -7.61825 0.90283  0.08
H: -1.32468 -5.27587 -0.47004  0.11
H: -3.90668 -2.68291 -0.34883  0.09
H: -3.88556 -5.04702 0.42860  0.08
H: -4.90681 -4.76307 -0.99099  0.08
H: -3.32593 -5.54720 -1.19247  0.08
H: -2.73102 -1.96237 -2.36734  0.07
H: -2.39533 -3.65222 -2.80911  0.09
H: -4.07623 -3.05303 -2.78083  0.08
H: -5.82127 -0.51095 -0.24806  0.08
H: -7.22741 0.14985 1.64386  0.08
H: -8.19844 0.07629 0.15695  0.08
H: -8.30820 -1.23620 1.35658  0.09
H: -6.21294 -2.71432 -1.43424  0.07
H: -7.77478 -2.84326 -0.58736  0.08
H: -7.49526 -1.51864 -1.73218  0.07
H: -7.22502 -3.56504 1.27572  0.12
H: -5.93783 -5.10758 2.73619  0.12
H: -3.83862 -4.30772 3.83720  0.12
H: -2.11021 -1.35895 2.98219  0.07
H: -1.58570 -3.38311 4.18844  0.09
H: -1.50667 -2.02446 5.33610  0.08
H: -2.91740 -3.10501 5.34442  0.09
H: -3.94744 0.18919 3.60264  0.06
H: -4.22190 -0.74870 5.08517  0.10
H: -2.67735 0.12138 4.84470  0.09
H: -4.55148 0.15923 -1.85869  0.11
H: -3.09693 0.93288 -3.80127  0.06
H: -4.34390 -0.25129 -4.27166  0.09
H: -4.57135 1.48663 -4.62248  0.09
H: -6.93359 0.92068 -1.78694  0.08
H: -6.78235 1.56441 -3.43491  0.09
H: -6.63199 -0.18243 -3.15652  0.08
H: -5.54049 3.39816 -3.37087  0.12
H: -5.34761 5.56096 -2.13377  0.12
H: -4.34730 5.58062 0.14262  0.12
H: -3.26557 4.65181 1.77344  0.13
H: -1.24687 3.19858 1.19265  0.08
H: -1.70742 3.23180 2.91303  0.09
H: -2.13747 1.83341 1.92281  0.06
H: -5.42101 3.55756 2.31935  0.09
H: -4.63461 1.97868 2.29968  0.04
H: -4.17971 3.17558 3.54121  0.09
H: -1.66723 1.95673 -1.48900  0.13
H: -1.97958 0.45264 -2.30630  0.12
H: -0.96169 -0.33209 2.57534  0.10
H: 0.07254 0.54928 0.60881  0.04
H: 0.86737 1.17884 2.05627  0.10
H: 1.64934 -0.08916 1.06665  0.09
H: 0.36360 -1.96816 4.06827  0.07
H: 1.83310 -1.33311 3.28046  0.08
H: 0.76956 -0.24334 4.19215  0.09
H: 1.41557 -3.11306 1.99860  0.13
C: 8.08711 -0.97567 1.92038  -0.15
Si: 8.11391 0.83798 1.51751  0.40
C: 8.71840 1.79877 2.99527  -0.16
C: 9.18738 1.15941 0.02732  -0.14
O: 6.55787 1.36426 1.22350  -0.18
C: 5.69921 1.63741 0.11737  -0.33
C: 6.09184 2.98958 -0.52990  -0.16
C: 6.91903 3.91252 0.11739  -0.05
C: 7.25109 5.11837 -0.51342  -0.07
C: 6.71880 5.42232 -1.76680  -0.08
C: 5.88274 4.50472 -2.41029  -0.06
C: 5.57846 3.28774 -1.79583  -0.05
C: 5.78874 0.42751 -0.82226  -0.15
C: 6.63704 0.46444 -1.93068  -0.05
C: 6.87476 -0.70419 -2.66370  -0.06
C: 6.28299 -1.90617 -2.27735  -0.08
C: 5.45423 -1.94491 -1.15217  -0.08
C: 5.22579 -0.78459 -0.40937  -0.04
C: 4.27006 1.81397 0.75749  -0.17
C: 4.35015 2.86811 1.88384  -0.11
C: 3.78791 4.14971 1.30134  -0.14
C: 2.83694 3.71507 0.17472  -0.14
N: 3.17723 2.32037 -0.12589  -0.06
C: 2.32609 1.51712 -0.84741  -0.10
C: 1.01616 1.78352 -1.17963  -0.08
C: 0.04504 0.76543 -1.78187  -0.27
C: 0.06067 1.01146 -3.31306  -0.21
C: 0.11452 -0.04560 -4.22233  -0.04
C: 0.12262 0.23249 -5.59468  -0.08
C: 0.05738 1.55505 -6.04853  -0.09
C: -0.16828 2.58844 -5.13464  -0.07
C: -0.20017 2.30852 -3.76771  -0.05
H: 9.10492 -1.30451 2.18573  0.04
H: 7.42756 -1.17411 2.77741  0.04
H: 7.74134 -1.57849 1.07068  0.03
H: 9.72847 1.46069 3.27280  0.04
H: 8.76715 2.87751 2.79472  0.03
H: 8.05825 1.63988 3.85935  0.04
H: 10.24247 1.08517 0.32839  0.04
H: 9.00470 0.42322 -0.76506  0.03
H: 9.01830 2.16144 -0.38756  0.03
H: 7.33302 3.69267 1.10694  0.11
H: 7.92498 5.81439 -0.00547  0.11
H: 6.94993 6.37915 -2.24044  0.11
H: 5.46595 4.72017 -3.39494  0.11
H: 4.96522 2.54454 -2.31096  0.12
H: 7.13707 1.39755 -2.20575  0.12
H: 7.53652 -0.65170 -3.52882  0.11
H: 6.47259 -2.81528 -2.84769  0.10
H: 4.98683 -2.87509 -0.82869  0.10
H: 4.63477 -0.83078 0.50897  0.11
H: 3.95984 0.84616 1.18387  0.12
H: 3.70307 2.51149 2.69487  0.12
H: 5.35784 2.97311 2.29345  0.11
H: 3.27802 4.75919 2.05347  0.11
H: 4.59503 4.76387 0.88476  0.10
H: 1.78797 3.83606 0.49533  0.11
H: 2.99262 4.34320 -0.71719  0.12
H: 2.74290 0.54268 -1.13875  0.13
H: 0.60822 2.80519 -1.13288  0.10
H: 0.36525 -0.25393 -1.51987  0.15
H: 0.17461 -1.06960 -3.83378  0.12
H: 0.16602 -0.59277 -6.30434  0.10
H: 0.13430 1.78032 -7.11387  0.11
H: -0.33530 3.61477 -5.46850  0.11
H: -0.39737 3.10832 -3.04876  0.11

Atoms 1-6, force components in eV/Å:
0.03 0.15 -0.09
-0.14 0.02 0.14
0.04 0.05 0.13
0.18 -0.12 -0.40
0.09 0.09 0.03
0.00 0.53 -0.19

Results
Kohn-Sham gap = 6.5 eV
total charge = +1

(2)
Density functional theory data (ωB97M-V/def2-TZVPD) for the molecule C19H24N4O3 at a distorted geometry.

Each line ends with the Löwdin charge.
Cartesian coordinates (Å):
H: 0.90867 0.90352 6.94765  0.05
N: 1.74342 1.45561 7.07134  0.14
C: 1.97713 2.08472 6.01794  -0.49
N: 2.99919 2.95761 5.74863  0.12
C: 2.88093 3.44187 4.47483  0.01
C: 1.79960 2.83298 3.98593  -0.20
C: 1.22885 3.03597 2.66055  -0.40
O: 1.52667 4.03863 2.00674  0.06
N: 0.36215 2.10829 2.17476  -0.01
C: 0.28941 0.70756 2.62026  -0.10
C: -0.15925 -0.04475 1.35625  -0.28
C: 1.04828 -0.59168 0.55073  -0.04
C: -1.04224 0.98998 0.63930  -0.24
N: -1.20641 0.67127 -0.77654  0.12
C: -2.21098 1.11189 -1.53795  -0.50
O: -3.10004 1.84075 -1.11346  0.05
C: -2.21415 0.64279 -2.98955  -0.09
C: -2.78648 -0.78468 -3.16004  -0.13
C: -1.71515 -1.86114 -3.05384  -0.23
C: -1.52910 -2.54668 -1.84975  -0.07
C: -0.53792 -3.52208 -1.74305  -0.08
C: 0.27279 -3.81578 -2.83958  -0.05
C: 0.09649 -3.13346 -4.04600  -0.26
C: 0.96517 -3.46451 -5.24442  -0.05
C: -0.90066 -2.16000 -4.15042  0.00
C: -0.28772 2.29890 0.86987  -0.07
O: 1.21735 2.01382 4.88515  0.11
H: 3.72299 3.26129 6.37630  0.16
H: 3.56828 4.16875 4.05768  0.15
H: 1.22468 0.27879 2.98679  0.13
H: -0.51784 0.59105 3.34615  0.13
H: -0.78541 -0.89290 1.63937  0.14
H: 1.69792 0.21346 0.20401  0.09
H: 1.65618 -1.26110 1.16031  0.08
H: 0.73166 -1.16232 -0.32272  0.05
H: -1.99395 1.03271 1.18204  0.16
H: -0.57180 0.00095 -1.17998  0.11
H: -1.21145 0.73152 -3.40807  0.12
H: -2.82799 1.34948 -3.54864  0.12
H: -3.25271 -0.87612 -4.14245  0.11
H: -3.59617 -0.98674 -2.45415  0.12
H: -2.15103 -2.32318 -0.99422  0.11
H: -0.39992 -4.05280 -0.81208  0.10
H: 1.03567 -4.57577 -2.74948  0.11
H: 0.40155 -3.36061 -6.17235  0.08
H: 1.83001 -2.80187 -5.28587  0.08
H: 1.31221 -4.49770 -5.20544  0.07
H: -1.04032 -1.63256 -5.08311  0.12
H: 0.47583 2.40860 0.09757  0.13
H: -0.93435 3.17571 0.80288  0.14

Atoms 1-6, force components in eV/Å:
-0.20 -0.22 0.14
0.18 -0.24 0.89
0.00 -0.08 0.26
0.76 0.35 0.57
-0.13 0.00 -0.21
0.29 1.07 -1.95

Results
Kohn-Sham gap = 8.8 eV
ΔE to the lowest compared entry with this formula, charge and spin = 46.2 kcal per mole

(3)
Density functional theory data (ωB97M-V/def2-TZVPD) for the molecule C24H29N5O2S at a distorted geometry.

Each line ends with the Löwdin charge.
Cartesian coordinates (Å):
C: -5.54515 -1.47982 -3.02346  -0.06
C: -4.63188 -1.50792 -1.83497  -0.28
C: -3.28264 -1.79310 -1.97815  -0.04
C: -2.43600 -1.80529 -0.88564  -0.01
C: -2.92055 -1.52656 0.38893  -0.25
N: -2.08481 -1.46405 1.50709  0.01
C: -0.72875 -1.96497 1.44660  -0.12
C: 0.17611 -1.09001 0.64692  -0.31
N: 1.06222 -1.53019 -0.19859  0.08
N: 1.76279 -0.48073 -0.66076  0.00
C: 1.29279 0.59646 -0.08259  -0.58
S: 1.89841 2.20871 -0.27046  1.04
C: 3.10544 1.95739 -1.61437  -0.34
C: 4.46129 1.45850 -1.11053  -0.54
O: 5.40378 2.21291 -1.00073  0.06
N: 4.45087 0.13594 -0.84054  0.12
C: 5.48214 -0.66465 -0.34438  -0.21
C: 6.78039 -0.20485 -0.14662  -0.01
C: 7.74418 -1.06777 0.34345  -0.09
C: 7.43197 -2.38367 0.63881  -0.11
C: 6.13873 -2.84117 0.44207  -0.09
C: 5.16713 -1.99026 -0.04649  -0.03
N: 0.28127 0.27069 0.77178  0.02
C: -0.54172 1.18957 1.50306  -0.08
C: -1.69899 1.70854 0.61775  -0.31
C: -2.49431 2.80634 1.33002  -0.12
C: -1.76065 4.07061 0.88526  -0.15
C: -1.32761 3.69945 -0.53288  -0.20
O: -1.18703 2.28623 -0.56605  -0.13
C: -4.28236 -1.22449 0.54983  -0.22
C: -4.83741 -0.89761 1.90695  -0.04
C: -5.10732 -1.22495 -0.56111  -0.01
H: -6.57634 -1.65545 -2.72574  0.07
H: -5.25453 -2.23503 -3.75050  0.08
H: -5.49454 -0.50648 -3.51319  0.08
H: -2.88178 -2.01387 -2.95653  0.11
H: -1.39303 -2.03243 -1.03424  0.10
H: -2.56031 -1.71665 2.36089  0.12
H: -0.34370 -2.00112 2.47235  0.13
H: -0.65425 -2.97616 1.02018  0.13
H: 2.65258 1.26804 -2.32498  0.09
H: 3.23684 2.94322 -2.05958  0.08
H: 3.54470 -0.33987 -0.93339  0.08
H: 7.02423 0.81917 -0.37494  0.10
H: 8.75045 -0.70539 0.49430  0.10
H: 8.19105 -3.05045 1.02005  0.10
H: 5.88605 -3.86641 0.67022  0.10
H: 4.15644 -2.34104 -0.20081  0.10
H: 0.08848 2.02713 1.81493  0.12
H: -0.95054 0.67807 2.37583  0.13
H: -2.32104 0.85486 0.32784  0.13
H: -3.52024 2.81319 0.96170  0.12
H: -2.50537 2.67509 2.40963  0.12
H: -0.88875 4.25020 1.51449  0.11
H: -2.39241 4.95509 0.90217  0.11
H: -2.09109 3.98772 -1.26674  0.12
H: -0.37328 4.14887 -0.81831  0.10
H: -4.77105 -1.75758 2.57653  0.08
H: -4.29055 -0.06973 2.35928  0.07
H: -5.88429 -0.61682 1.82796  0.08
H: -6.15604 -0.99548 -0.42958  0.12

Atoms 1-6, force components in eV/Å:
0.05 0.09 -0.01
0.05 -0.05 -0.07
-0.21 0.03 0.04
0.13 -0.05 0.17
-0.24 0.00 -0.28
-0.12 -0.08 0.42

Results
Kohn-Sham gap = 8.5 eV
ΔE to the lowest compared entry with this formula, charge and spin = 5.9 kcal per mole

The lowest Kohn-Sham gap belongs to which entry?
C71H93N4OSi

The lowest Kohn-Sham gap belongs to which entry?
C71H93N4OSi

The highest Kohn-Sham gap belongs to which entry?
C19H24N4O3

What did the second record say?
Density functional theory data (ωB97M-V/def2-TZVPD) for the molecule C19H24N4O3 at a distorted geometry.

Each line ends with the Löwdin charge.
Cartesian coordinates (Å):
H: 0.90867 0.90352 6.94765  0.05
N: 1.74342 1.45561 7.07134  0.14
C: 1.97713 2.08472 6.01794  -0.49
N: 2.99919 2.95761 5.74863  0.12
C: 2.88093 3.44187 4.47483  0.01
C: 1.79960 2.83298 3.98593  -0.20
C: 1.22885 3.03597 2.66055  -0.40
O: 1.52667 4.03863 2.00674  0.06
N: 0.36215 2.10829 2.17476  -0.01
C: 0.28941 0.70756 2.62026  -0.10
C: -0.15925 -0.04475 1.35625  -0.28
C: 1.04828 -0.59168 0.55073  -0.04
C: -1.04224 0.98998 0.63930  -0.24
N: -1.20641 0.67127 -0.77654  0.12
C: -2.21098 1.11189 -1.53795  -0.50
O: -3.10004 1.84075 -1.11346  0.05
C: -2.21415 0.64279 -2.98955  -0.09
C: -2.78648 -0.78468 -3.16004  -0.13
C: -1.71515 -1.86114 -3.05384  -0.23
C: -1.52910 -2.54668 -1.84975  -0.07
C: -0.53792 -3.52208 -1.74305  -0.08
C: 0.27279 -3.81578 -2.83958  -0.05
C: 0.09649 -3.13346 -4.04600  -0.26
C: 0.96517 -3.46451 -5.24442  -0.05
C: -0.90066 -2.16000 -4.15042  0.00
C: -0.28772 2.29890 0.86987  -0.07
O: 1.21735 2.01382 4.88515  0.11
H: 3.72299 3.26129 6.37630  0.16
H: 3.56828 4.16875 4.05768  0.15
H: 1.22468 0.27879 2.98679  0.13
H: -0.51784 0.59105 3.34615  0.13
H: -0.78541 -0.89290 1.63937  0.14
H: 1.69792 0.21346 0.20401  0.09
H: 1.65618 -1.26110 1.16031  0.08
H: 0.73166 -1.16232 -0.32272  0.05
H: -1.99395 1.03271 1.18204  0.16
H: -0.57180 0.00095 -1.17998  0.11
H: -1.21145 0.73152 -3.40807  0.12
H: -2.82799 1.34948 -3.54864  0.12
H: -3.25271 -0.87612 -4.14245  0.11
H: -3.59617 -0.98674 -2.45415  0.12
H: -2.15103 -2.32318 -0.99422  0.11
H: -0.39992 -4.05280 -0.81208  0.10
H: 1.03567 -4.57577 -2.74948  0.11
H: 0.40155 -3.36061 -6.17235  0.08
H: 1.83001 -2.80187 -5.28587  0.08
H: 1.31221 -4.49770 -5.20544  0.07
H: -1.04032 -1.63256 -5.08311  0.12
H: 0.47583 2.40860 0.09757  0.13
H: -0.93435 3.17571 0.80288  0.14

Atoms 1-6, force components in eV/Å:
-0.20 -0.22 0.14
0.18 -0.24 0.89
0.00 -0.08 0.26
0.76 0.35 0.57
-0.13 0.00 -0.21
0.29 1.07 -1.95

Results
Kohn-Sham gap = 8.8 eV
ΔE to the lowest compared entry with this formula, charge and spin = 46.2 kcal per mole